(1)
{
  "formula": "C2H4N2O",
  "method": "the ωB97M-V functional and the def2-TZVPD basis",
  "molar_mass_g_mol": 72.07,
  "gap_ev": [8.0, 8.0],
  "e_tot_ev": -7158.938,
  "homo_ev": [-9.43, -9.43],
  "symbols": ["C", "C", "N", "N", "O", "H", "H", "H", "H"],
  "coordinates": [[-0.9778, -0.6091, -0.1847], [-0.0415, 0.2960, 0.1966], [0.0310, -1.4474, -0.6818], [1.0438, -0.4937, -0.2723], [0.1950, 2.1753, 1.4447], [-2.0544, -0.6706, -0.2880], [0.0308, -1.4881, -1.6343], [1.5835, -0.6560, 0.6258], [0.1896, 2.8936, 0.7940]],
  "forces_ev_per_a": [[-1.3, 2.3, 1.0], [-0.9, 1.7, 0.3], [0.8, -0.8, 4.1], [1.6, 1.8, 1.5], [-0.4, -3.3, -1.5], [0.3, -0.1, 0.0], [0.3, -0.1, -3.4], [-0.5, -1.1, -1.6], [-0.1, -0.4, -0.4]]
}

***

(2)
{
  "formula": "C5H10O",
  "method": "the ωB97M-V functional and the def2-TZVPD basis",
  "molar_mass_g_mol": 86.13,
  "gap_ev": 10.6,
  "smiles": "C[C@H]1CC[C@H]1O",
  "e_tot_ev": -7392.856,
  "homo_ev": -9.70,
  "symbols": ["C", "C", "C", "C", "C", "O", "H", "H", "H", "H", "H", "H", "H", "H", "H", "H"],
  "coordinates": [[1.5243, -0.8193, -0.2214], [0.4946, -0.1084, 0.6494], [0.1865, 1.3489, 0.4164], [-0.9859, 0.9656, -0.5450], [-0.9735, -0.4373, 0.1642], [-1.1039, -1.5694, -0.6761], [1.7258, -1.7849, 0.2590], [1.1996, -1.0356, -1.2427], [2.4614, -0.2524, -0.2382], [0.9911, -0.0415, 1.6370], [-0.2726, 1.7703, 1.3193], [1.1783, 1.8265, 0.3754], [-1.9286, 1.5310, -0.4646], [-0.7435, 0.8628, -1.6074], [-1.7097, -0.4934, 0.9752], [-2.0438, -1.7630, -0.8004]],
  "forces_ev_per_a": [[0.1, 0.0, -0.1], [0.2, -0.1, 0.2], [0.2, 0.2, 0.1], [0.1, 0.0, -0.1], [0.1, 0.3, 0.4], [-0.1, 0.0, 0.1], [0.0, 0.1, -0.2], [0.0, 0.2, 0.1], [-0.1, -0.1, -0.1], [-1.1, -1.5, 0.4], [0.0, -0.2, 0.0], [-0.7, 0.9, -1.3], [0.5, -0.1, 0.0], [0.2, 0.0, 0.2], [0.2, 0.1, 0.0], [0.3, 0.1, 0.1]]
}

***

(3)
{
  "formula": "C18H19AuN5OS",
  "method": "the ωB97M-V functional and the def2-TZVPD basis",
  "molar_mass_g_mol": 550.42,
  "gap_ev": 6.5,
  "total_charge": 3,
  "e_tot_ev": -42971.764,
  "homo_ev": -17.69,
  "symbols": ["Au", "N", "C", "N", "C", "N", "N", "C", "C", "C", "C", "C", "C", "N", "C", "C", "C", "C", "C", "C", "H", "H", "H", "H", "H", "H", "H", "H", "H", "H", "H", "O", "S", "C", "C", "C", "C", "H", "H", "H", "H", "H", "H", "H", "H"],
  "coordinates": [[0.6142, -0.5333, 0.0118], [-3.6000, -1.0541, -0.2184], [-2.3668, -0.8237, -0.5856], [-1.3571, -0.8785, 0.2728], [-1.5830, -1.2516, 1.6143], [-0.5659, -1.4173, 2.4369], [0.6225, -1.3123, 1.7956], [1.7782, -1.5048, 2.3314], [2.9353, -1.2541, 1.4783], [4.2359, -1.4988, 1.8554], [5.2471, -1.3744, 0.8998], [4.9148, -1.0378, -0.3975], [3.5896, -0.7675, -0.7176], [2.6313, -0.8471, 0.2020], [-2.9317, -1.4514, 2.0528], [-3.2527, -1.7617, 3.3839], [-4.5716, -1.9375, 3.7327], [-5.5829, -1.8178, 2.7707], [-5.2950, -1.5241, 1.4512], [-3.9655, -1.3436, 1.1045], [-4.3230, -1.0180, -0.9303], [-2.1729, -0.5850, -1.6236], [1.8365, -1.8726, 3.3508], [4.4599, -1.8050, 2.8689], [6.2769, -1.5650, 1.1728], [5.6643, -0.9774, -1.1747], [3.2947, -0.4829, -1.7168], [-2.4601, -1.8496, 4.1129], [-4.8367, -2.1702, 4.7546], [-6.6143, -1.9594, 3.0659], [-6.0843, -1.4409, 0.7151], [0.5186, 0.7562, -1.5760], [1.7197, 1.7298, -1.9855], [1.4219, 1.9595, -3.7651], [1.0279, 3.4280, -3.9588], [0.2684, 3.8441, -2.7021], [1.1336, 3.3762, -1.5380], [0.6094, 1.2669, -3.9909], [2.3201, 1.6496, -4.2964], [0.4271, 3.5287, -4.8611], [1.9229, 4.0370, -4.0910], [-0.7053, 3.3521, -2.6631], [0.1019, 4.9183, -2.6455], [0.6497, 3.3004, -0.5648], [2.0461, 3.9705, -1.4323]],
  "forces_ev_per_a": [[0.9, 0.3, -0.6], [0.1, 0.0, -0.2], [-0.2, 0.1, -0.1], [-0.2, 0.3, 0.4], [0.5, -0.2, 0.7], [-0.4, -0.2, -0.8], [-0.2, -0.2, 0.4], [0.0, 0.1, -0.1], [-0.1, -0.2, -0.1], [-0.1, 0.0, 0.0], [0.0, 0.0, 0.0], [0.0, 0.0, -0.1], [0.0, 0.0, 0.1], [0.0, 0.3, 0.3], [-0.2, 0.0, -0.1], [0.0, 0.0, -0.1], [0.0, 0.0, 0.0], [-0.1, 0.0, 0.1], [0.1, 0.0, 0.0], [0.1, 0.0, 0.1], [0.0, 0.0, 0.0], [0.1, 0.1, 0.0], [0.0, 0.1, 0.0], [0.0, 0.0, 0.0], [0.0, 0.0, 0.0], [0.0, 0.0, 0.0], [0.0, 0.0, 0.0], [0.0, 0.0, 0.0], [0.0, 0.0, 0.0], [0.0, 0.0, 0.0], [0.0, 0.0, 0.0], [-0.1, -0.3, -0.2], [-0.4, -0.2, 0.1], [0.0, 0.0, -0.1], [0.0, 0.0, 0.0], [0.0, -0.1, 0.0], [0.0, 0.0, 0.0], [0.0, 0.0, 0.0], [0.0, 0.0, 0.0], [0.0, 0.0, 0.0], [0.0, 0.0, 0.0], [0.0, 0.0, 0.0], [0.0, 0.0, 0.0], [0.0, 0.0, 0.0], [0.0, 0.0, 0.0]]
}

***

Q: What is the formula in the third record?
A: C18H19AuN5OS